Record 1
Below is 10 unconnected molecules or ions with the total composition C40H99NO9 in a non-equilibrium geometry, with properties calculated with the ωB97M-V functional and the def2-TZVPD basis.

Geometry as ORCA input:
```
! RIJCOSX wB97M-V def2-TZVPD def2/J DEFGRID3
* xyz 0 1
C 1.66101 -3.02612 -3.90446
C 1.26159 -4.15540 -2.98146
N 1.65592 -4.13959 -1.68300
O 0.49126 -5.04081 -3.33569
H 1.65348 -2.09141 -3.34071
H 0.89405 -2.96116 -4.66905
H 2.64931 -3.23474 -4.31106
H 1.17797 -4.74825 -1.04415
H 2.34236 -3.42462 -1.51178
C 1.79428 -1.64645 0.70529
C 1.23075 -0.22158 0.71917
C 1.46113 0.71368 -0.45597
C 0.18898 1.18087 -1.15891
C 0.29818 2.19155 -2.32526
C -1.01129 2.24145 -3.05275
H 1.80923 -1.92497 1.76392
H 2.84675 -1.55388 0.42277
H 1.17377 -2.38248 0.20401
H 0.21355 -0.33763 1.11530
H 1.64401 0.33060 1.57251
H 2.17410 0.31047 -1.17954
H 1.95704 1.57617 -0.00240
H -0.34480 0.29262 -1.52122
H -0.55238 1.61384 -0.48161
H 0.44593 3.18229 -1.86511
H 1.21702 2.24199 -2.91463
H -1.94695 2.15970 -2.49471
H -1.09946 3.17159 -3.62289
H -1.05904 1.43361 -3.79277
C -1.83710 -3.43950 -1.13790
C -1.96986 -2.48693 -2.36547
C -3.39665 -2.49159 -2.86124
C -3.61440 -1.70269 -4.15519
C -3.69880 -2.57225 -5.43652
C -3.28038 -1.83603 -6.70517
H -2.42857 -3.10870 -0.27993
H -0.80690 -3.64490 -0.86043
H -2.28318 -4.41643 -1.35684
H -1.54369 -1.59284 -1.90509
H -1.30149 -2.95684 -3.09161
H -4.01811 -2.02562 -2.08362
H -3.74761 -3.52547 -2.83259
H -4.40273 -0.94501 -4.17685
H -2.71787 -1.09586 -4.32620
H -2.99884 -3.37902 -5.18680
H -4.65071 -3.06347 -5.64579
H -4.15495 -1.29214 -7.06799
H -2.41986 -1.18507 -6.54660
H -2.99549 -2.51615 -7.51068
C 3.21921 4.54653 4.62456
C 4.14405 3.33962 4.38161
C 4.05182 2.80369 2.94073
C 5.03973 1.65594 2.68656
C 5.01826 1.10825 1.27511
C 6.15804 0.12683 1.00432
H 2.59091 4.69466 3.74209
H 3.83392 5.43715 4.73008
H 2.50772 4.36066 5.42567
H 5.20422 3.59119 4.48905
H 4.00568 2.56559 5.13967
H 4.29130 3.57826 2.21033
H 3.04774 2.40366 2.76312
H 6.04597 1.99310 2.96507
H 4.87092 0.83522 3.39264
H 3.97785 0.84499 1.06562
H 5.22595 1.92087 0.56584
H 6.01801 -0.86949 1.42499
H 6.41004 -0.05951 -0.04538
H 7.07165 0.63318 1.32608
C -0.14309 -1.13496 10.47933
C 0.29462 -1.70861 9.14289
C 1.20046 -0.73228 8.37851
C 1.79537 -1.30613 7.10582
C 2.50263 -0.25371 6.21269
C 2.64607 -0.59332 4.74760
H -1.00907 -1.65123 10.90381
H -0.41679 -0.08007 10.43757
H 0.64954 -1.31868 11.20670
H 0.77799 -2.66676 9.36542
H -0.51040 -1.99084 8.45874
H 1.93088 -0.25958 9.03704
H 0.49370 0.03180 8.03578
H 2.52066 -2.10662 7.26954
H 0.99643 -1.70529 6.47098
H 1.95598 0.69852 6.15777
H 3.42695 -0.02383 6.75083
H 3.01288 0.26175 4.18610
H 3.32832 -1.44474 4.61709
H 1.70937 -0.97052 4.32724
C -4.45597 5.48086 -4.97407
C -3.46266 4.43572 -5.44866
C -3.35206 4.27371 -6.94167
C -2.16726 3.43217 -7.39089
C -2.29589 2.96538 -8.86214
C -1.09420 2.13317 -9.33851
H -4.29776 6.42993 -5.49157
H -4.43998 5.56046 -3.88891
H -5.46029 5.16085 -5.26769
H -2.45597 4.55180 -5.02973
H -3.82226 3.48545 -5.02541
H -3.30746 5.30340 -7.32325
H -4.30109 3.86189 -7.30375
H -1.24916 4.01630 -7.30934
H -2.08473 2.55433 -6.74350
H -3.25469 2.49325 -9.07733
H -2.33406 3.90258 -9.42431
H -0.22829 2.21144 -8.67998
H -1.26828 1.08670 -9.58028
H -0.75617 2.59124 -10.27323
O -1.37776 4.42904 -0.48538
C -2.48242 5.31061 -0.39828
C -2.00787 6.65115 0.16648
O -1.27040 6.54113 1.35834
H -1.60214 3.53650 -0.76221
H -2.83351 5.43049 -1.42646
H -3.28311 4.97300 0.26964
H -2.84280 7.34259 0.25380
H -1.35685 7.04767 -0.62773
H -0.41438 6.17522 1.11524
O 2.27643 -6.47425 2.40706
C 3.41848 -5.73831 2.83522
C 3.73875 -4.56025 1.88915
O 4.47621 -4.94265 0.77108
H 2.34354 -6.83581 1.52230
H 3.27253 -5.36548 3.84760
H 4.24523 -6.45260 2.86383
H 4.18690 -3.78510 2.53235
H 2.84508 -3.94594 1.69468
H 3.86068 -5.33621 0.14247
O -3.33731 -1.02571 1.29483
C -2.68325 0.11245 1.85978
C -3.07301 1.42771 1.23479
O -3.06389 1.36048 -0.19840
H -3.39297 -0.85378 0.34135
H -2.99446 0.13507 2.90846
H -1.60018 -0.05171 1.85440
H -2.30855 2.15916 1.51302
H -4.07987 1.70731 1.55100
H -3.89833 1.67965 -0.54426
O -1.07609 -6.21852 1.53968
C -0.98273 -4.93696 2.14199
C -2.29362 -4.19738 2.50118
O -1.98858 -2.87440 2.85148
H -1.17990 -6.89007 2.22040
H -0.40961 -4.99272 3.07375
H -0.45832 -4.37258 1.37015
H -2.82680 -4.72232 3.29451
H -2.81383 -4.18769 1.53651
H -2.49909 -2.21959 2.33989
*
```

Calculated values
* Kohn-Sham gap: 9.74 eV
* max |F|: 2.72 eV/Å
* LUMO level: 0.18 eV
* structure (SMILES): CC(N)=O.CCCCCC.CCCCCC.CCCCCC.CCCCCC.CCCCCC.OCCO.OCCO.OCCO.OCCO
* electronic energy: -2315.20800 Eh



Record 2
Below is 4 unconnected molecules or ions with the total composition C41H101B3BrIN11O8P4 in a non-equilibrium geometry, with properties calculated with the ωB97M-V functional and the def2-TZVPD basis.

Geometry as ORCA input:
```
! RIJCOSX wB97M-V def2-TZVPD def2/J DEFGRID3
* xyz 1 1
C -7.26733 -0.12451 -0.17036
C -7.05934 -1.74581 -0.17830
B -6.10426 -2.36018 0.99284
O -6.87354 -3.08955 2.06725
C -4.48067 -2.38204 1.14786
C -4.29654 -4.05847 1.19748
C -3.82772 -1.97547 -0.27221
C -2.27978 -1.55116 -0.37761
C -1.89500 -0.94021 -1.84092
C -2.97455 -0.40021 -2.90037
C -3.94684 0.84642 -2.60458
I -4.19915 -1.99745 -3.89109
P -1.01723 -3.05717 -0.38360
C -1.58874 -4.42958 -1.56945
C 0.73635 -2.36571 -0.86372
N -1.89223 -0.76782 0.83635
B -2.39006 0.67313 0.51651
C -1.34554 1.87150 -0.03687
O -3.79279 1.10629 0.55633
C -2.19285 -1.21589 2.23217
B -1.69690 0.17301 3.04576
O -0.20452 0.45384 3.02512
C -2.36196 1.23956 4.01443
C -1.67956 2.74242 3.72464
C -1.14104 -2.24630 2.98776
Br -1.27919 -4.22611 2.73339
C -1.09472 -2.18306 4.64156
C 0.39306 -1.69027 5.24119
C -3.80254 -1.65700 2.49910
N -4.59357 -0.84803 3.39222
C -4.72495 -1.37492 4.84082
C -4.36223 -0.41187 6.16332
O -5.21289 -2.56859 5.18241
C -5.71617 0.00811 3.23671
C -5.94180 1.58180 2.77860
O -6.91056 -0.48939 3.69515
H -8.10343 0.16660 0.60821
H -7.64351 0.26015 -1.22781
H -6.25407 0.43266 0.03206
H -6.57726 -2.03653 -1.23093
H -8.13494 -2.24785 -0.16121
H -6.30185 -3.06379 2.88574
H -4.39764 -4.48208 2.28501
H -5.15323 -4.60693 0.56991
H -3.30638 -4.40340 0.64921
H -3.99469 -2.90548 -1.00295
H -4.47333 -1.08439 -0.69763
H -0.96518 -0.18710 -1.85247
H -1.42819 -1.81740 -2.52525
H -2.31039 -0.04578 -3.83900
H -4.90845 0.63693 -1.95831
H -4.35766 1.23586 -3.65669
H -3.44399 1.80783 -2.11684
H -2.73712 -4.66919 -1.56011
H -1.04594 -5.43256 -1.21549
H -1.14971 -4.20820 -2.64204
H 0.73004 -1.17278 -0.89714
H 1.10411 -2.78828 -1.91742
H 1.56876 -2.65664 -0.07562
H -0.83237 -0.66615 0.77471
H -0.20866 1.57688 0.13153
H -1.46426 1.91843 -1.22417
H -1.62472 2.93109 0.37867
H -3.77255 2.10100 0.69654
H 0.06997 0.83964 2.15356
H -2.03038 0.99793 5.13716
H -3.49504 1.42835 4.04302
H -1.63815 2.85564 2.55845
H -0.63589 2.85688 4.25086
H -2.44001 3.55090 4.14491
H -0.07397 -2.02965 2.49158
H -1.13969 -3.27346 5.14644
H -1.99790 -1.67195 5.17147
H 0.28719 -0.57766 5.66150
H 1.15399 -1.77188 4.35538
H 0.77005 -2.35960 6.12324
H -3.61478 -2.65660 3.16501
H -5.08657 -0.74338 7.04870
H -3.26922 -0.56538 6.55114
H -4.64033 0.71322 5.94073
H -6.52227 2.12216 3.66992
H -4.95498 2.18817 2.62434
H -6.58365 1.71431 1.80837
O 0.24591 5.52888 4.85586
P 1.78436 5.49006 4.68580
N 2.03491 5.32662 6.34423
C 2.25360 6.31003 7.37614
C 1.79814 4.00479 6.91308
N 1.83721 7.11629 4.13085
C 2.39823 8.26153 4.82308
C 0.65540 7.58524 3.38112
N 3.55302 5.44543 4.49029
C 4.61344 5.47875 5.48019
C 4.05996 5.75422 3.15252
H 3.16526 6.07709 7.93245
H 1.42632 6.33339 8.09177
H 2.37599 7.32406 7.02731
H 2.56963 3.30625 6.57615
H 0.82270 3.61120 6.60572
H 1.81542 4.00173 8.00876
H 1.71762 8.64760 5.58824
H 2.59056 9.08078 4.11991
H 3.36824 8.04718 5.27115
H -0.15643 7.86645 4.05653
H 0.29280 6.81005 2.69686
H 0.89290 8.45538 2.75719
H 4.73512 6.47020 5.92225
H 5.58257 5.20616 5.04228
H 4.46449 4.74450 6.27604
H 4.30928 6.81625 3.05336
H 3.31848 5.49860 2.38822
H 4.95603 5.16865 2.91534
O -0.68987 -0.41649 -5.99440
P -0.14457 -0.13057 -7.41502
N -1.69195 -0.11042 -8.08218
C -2.48405 -1.15514 -8.68292
C -2.48476 1.09256 -7.85600
N 0.63199 -1.66171 -7.50434
C 0.27443 -2.77800 -8.35964
C 1.11835 -2.21856 -6.22682
N 0.48232 0.19814 -9.04822
C -0.19285 0.21741 -10.33246
C 1.93462 0.11372 -9.20844
H -2.81977 -0.84983 -9.67738
H -3.37431 -1.37829 -8.08735
H -1.97460 -2.09624 -8.82336
H -2.06738 1.93045 -8.42205
H -2.49282 1.36689 -6.79508
H -3.52950 0.98063 -8.16717
H -0.57447 -3.34111 -7.95961
H 1.11286 -3.47918 -8.44901
H 0.05969 -2.47064 -9.38290
H 0.30728 -2.68855 -5.66503
H 1.57115 -1.43728 -5.60620
H 1.89960 -2.97154 -6.38660
H -0.44374 -0.78642 -10.68256
H 0.43182 0.67691 -11.10959
H -1.09691 0.83157 -10.31936
H 2.24399 -0.88239 -9.54303
H 2.44259 0.33635 -8.26415
H 2.30408 0.84845 -9.93354
O 4.22620 -3.05464 -1.13044
P 5.63076 -3.52151 -0.67605
N 5.89677 -2.10554 0.19813
C 6.51895 -0.85889 -0.17400
C 5.22368 -1.99814 1.48744
N 6.24563 -3.47463 -2.28077
C 7.22594 -2.54939 -2.81781
C 5.27831 -3.77068 -3.35563
N 7.24552 -4.05824 -0.15366
C 8.29804 -3.34356 0.54414
C 7.75423 -5.27586 -0.78656
H 7.31120 -0.60588 0.53537
H 5.79972 -0.03440 -0.17444
H 6.98522 -0.84950 -1.14736
H 5.66456 -2.69952 2.20185
H 4.15622 -2.22857 1.39640
H 5.30029 -0.99748 1.92747
H 6.77883 -1.58155 -3.06507
H 7.66569 -2.94638 -3.74065
H 8.07310 -2.40048 -2.14864
H 4.66582 -2.89631 -3.58944
H 4.61853 -4.59814 -3.07172
H 5.78314 -4.08600 -4.27681
H 8.79990 -2.61643 -0.09821
H 9.07312 -4.02747 0.91402
H 7.93500 -2.84035 1.44395
H 8.37004 -5.04529 -1.66265
H 6.92892 -5.92263 -1.10252
H 8.35787 -5.87048 -0.09076
*
```

Calculated values
* Kohn-Sham gap: 5.88 eV
* max |F|: 8.34 eV/Å
* LUMO level: -3.48 eV
* electronic energy: -7137.74504 Eh



Record 3
Below is 12 unconnected molecules or ions with the total composition C41H106O22 in a non-equilibrium geometry, with properties calculated with the ωB97M-V functional and the def2-TZVPD basis.

Geometry as ORCA input:
```
! RIJCOSX wB97M-V def2-TZVPD def2/J DEFGRID3
* xyz 0 1
C 26.64416 18.92498 6.87591
O 25.34466 18.50533 6.58292
C 24.46298 18.56470 7.66762
C 23.13152 17.98693 7.29849
O 23.33355 16.64867 6.87006
C 22.13941 15.97067 6.65894
H 26.69468 19.79391 7.54319
H 27.10586 19.22528 5.93526
H 27.21414 18.09472 7.30907
H 24.30895 19.62866 7.93481
H 24.85320 18.12111 8.59501
H 22.66678 18.55205 6.48241
H 22.48093 17.99889 8.18095
H 21.41118 16.02010 7.48387
H 22.41183 14.93175 6.46915
H 21.52884 16.28876 5.79741
C 25.62290 10.18325 8.64691
O 25.99319 11.38548 9.27898
C 27.09368 12.09733 8.73641
C 27.14305 12.31157 7.24380
O 27.39465 11.13854 6.52453
C 27.51794 11.38899 5.14137
H 25.50424 10.25158 7.56843
H 24.72076 9.84503 9.15441
H 26.38615 9.40651 8.81975
H 28.01576 11.57635 9.05256
H 27.09771 13.04169 9.27962
H 27.89284 13.09837 7.05818
H 26.20424 12.80652 6.92921
H 26.53890 11.53265 4.66651
H 27.94280 10.49896 4.67580
H 28.17278 12.24123 4.94330
C 17.91264 16.13983 4.72203
O 16.69588 15.86329 5.39857
C 16.25742 14.55759 5.18303
C 15.16453 14.23207 6.17277
O 14.02363 15.00659 5.86313
C 12.97065 14.91946 6.80207
H 17.64610 16.53073 3.73071
H 18.54090 15.25863 4.55801
H 18.47229 16.89906 5.26219
H 17.06037 13.83310 5.42666
H 15.97904 14.33004 4.14611
H 15.55898 14.47549 7.16844
H 14.89406 13.16770 6.14860
H 13.17261 14.16121 7.56043
H 12.04697 14.69202 6.26322
H 12.80280 15.89094 7.27684
C 18.84625 7.72648 8.30373
O 19.01465 7.24918 9.62194
C 20.31467 6.78484 9.87854
C 20.41692 6.30529 11.30389
O 19.74909 5.10409 11.57457
C 20.40176 3.96223 11.05279
H 17.94122 8.33494 8.39003
H 18.67680 6.95917 7.54439
H 19.64920 8.41020 8.00398
H 21.05498 7.58664 9.71479
H 20.61268 6.00793 9.15714
H 19.92888 7.04053 11.95070
H 21.47084 6.27243 11.61352
H 20.24200 3.86659 9.97459
H 20.03765 3.09474 11.59304
H 21.48659 4.05884 11.19944
C 24.12416 10.38601 2.48883
O 23.82856 9.66760 1.31742
C 22.51089 9.15674 1.28270
C 22.35407 7.87321 2.07071
O 23.05755 6.85469 1.43560
C 22.90803 5.60631 2.03947
H 23.47154 11.26369 2.57175
H 25.16792 10.68720 2.44879
H 23.97986 9.78952 3.39910
H 22.28343 8.99358 0.22877
H 21.82013 9.91187 1.68791
H 21.27342 7.66753 2.11691
H 22.74754 8.06802 3.08013
H 23.33765 5.61505 3.05217
H 23.46533 4.87009 1.46157
H 21.86961 5.26494 2.09043
C 18.07671 5.87395 1.69176
O 17.48385 7.09730 1.35755
C 16.80207 7.71182 2.44141
C 17.66351 8.69210 3.19877
O 18.71824 8.01129 3.85016
C 19.49901 8.89499 4.61712
H 18.60685 5.48671 0.81510
H 17.34247 5.09361 1.93432
H 18.82743 5.94290 2.48226
H 16.40117 6.95954 3.12575
H 15.98425 8.27260 1.98387
H 17.02511 9.09963 4.00510
H 18.06036 9.50767 2.58486
H 18.83687 9.44044 5.30727
H 19.95669 9.65583 3.96877
H 20.26160 8.32895 5.13974
C 21.55154 14.60994 3.09197
O 20.89098 13.85199 4.07804
C 21.39863 12.53280 4.15660
C 20.99660 12.02363 5.50118
O 21.77851 10.91991 5.87603
C 21.83712 10.71338 7.29471
H 22.57742 14.88086 3.37460
H 21.03096 15.56608 3.02587
H 21.58149 14.15547 2.09779
H 22.48767 12.53387 4.00852
H 21.06928 11.86801 3.33910
H 19.92309 11.77852 5.49884
H 21.14750 12.85062 6.20514
H 21.44071 11.56856 7.83634
H 22.87618 10.49019 7.53110
H 21.25715 9.79680 7.44370
C 23.27394 16.09134 0.04008
O 22.87361 17.44512 0.02730
C 21.60191 17.65193 -0.53637
C 21.33964 19.13285 -0.61966
O 21.30757 19.68495 0.66364
C 20.80225 21.01695 0.65658
H 23.70977 15.84319 -0.93527
H 22.45093 15.39240 0.21912
H 24.02477 15.99930 0.82097
H 20.82741 17.19927 0.09778
H 21.55558 17.23419 -1.55143
H 20.38269 19.26061 -1.15150
H 22.06765 19.62379 -1.28402
H 20.00238 21.12319 -0.07719
H 21.62668 21.68059 0.37392
H 20.47571 21.24592 1.66529
C 18.08818 11.66207 12.75081
O 18.94025 11.93640 11.65915
C 19.02587 10.87839 10.71972
C 18.59674 11.35168 9.35278
O 19.31396 12.45412 8.92384
C 18.57120 13.22294 8.01715
H 17.03648 11.54581 12.45714
H 18.12555 12.53653 13.39815
H 18.42459 10.76331 13.27547
H 18.60253 9.92256 11.02784
H 20.11669 10.70427 10.64802
H 17.53112 11.61450 9.51813
H 18.53411 10.51255 8.64877
H 17.71426 13.69785 8.50534
H 18.12084 12.61514 7.20366
H 19.20593 13.89767 7.44308
C 22.39562 12.94260 10.05266
O 22.85009 13.53564 11.24886
C 24.02495 14.25758 11.09177
C 24.57658 14.60945 12.44315
O 24.86115 13.44247 13.17988
C 25.98486 13.56049 13.99734
H 21.81493 13.65411 9.44978
H 21.72800 12.11513 10.27562
H 23.24563 12.58494 9.45747
H 23.90254 15.19381 10.52564
H 24.80467 13.64927 10.60584
H 23.89854 15.25430 13.02452
H 25.49607 15.20961 12.35902
H 25.88904 14.41878 14.67323
H 26.90595 13.56873 13.40157
H 26.04844 12.67484 14.63267
C 18.76821 13.91593 1.40125
O 17.95406 14.33655 0.30763
H 19.66712 14.51348 1.37822
H 18.24283 13.98273 2.35667
H 19.06443 12.86284 1.29361
H 17.10062 13.90594 0.40135
O 22.12004 18.05947 3.04522
H 22.02706 18.32846 2.12053
H 23.06147 18.12357 3.22806
*
```

Calculated values
* Kohn-Sham gap: 9.61 eV
* max |F|: 2.69 eV/Å
* LUMO level: 0.29 eV
* structure (SMILES): COCCOC.COCCOC.COCCOC.COCCOC.COCCOC.COCCOC.COCCOC.COCCOC.COCCOC.COCCOC.CO.O
* electronic energy: -3280.51201 Eh



no.,E_HOMO (eV)
1,-9.56
2,-9.36
3,-9.32